1.
Entry from the Open Molecules 2025 dataset: a single C17H24BCl3O molecule (ωB97M-V with the def2-TZVPD basis set).

The value obtained for the HOMO-LUMO gap is 6.0 eV. The calculation puts the LUMO energy at -2.80 eV. The calculation puts the HOMO energy at -8.8 eV.

```
! wB97M-V def2-TZVPD RIJCOSX def2/J DEFGRID3
* xyz 0 1
Cl 3.83440 -2.03619 -3.24513
B 2.71161 -0.53368 -3.31640
Cl 3.48169 0.73839 -2.02663
Cl 2.74149 0.31031 -4.98349
O 1.40807 -0.90481 -2.93571
C 0.55866 -0.16461 -2.10027
C -0.85836 -0.51712 -2.60506
C -1.79579 0.48454 -2.84295
C -2.96971 0.18568 -3.54678
C -3.21989 -1.12464 -3.96848
C -2.31461 -2.14127 -3.65178
C -1.14505 -1.84304 -2.94858
H 0.70037 0.92054 -2.26992
H -1.57707 1.49887 -2.49418
H -3.67509 0.98108 -3.77801
H -4.10978 -1.35710 -4.55580
H -2.48658 -3.17371 -3.96583
H -0.40431 -2.61331 -2.72121
C 0.27906 0.15701 4.36244
C 0.80627 1.46441 3.74997
C 1.85260 1.31645 2.62307
C 1.49772 1.99030 1.29835
C 0.14104 1.52682 0.67900
C 0.01953 0.08100 0.39018
C 0.88554 -0.49163 -0.64256
C -1.03609 -0.75660 0.97491
C -1.35173 -0.48908 2.46984
C -0.17458 -0.90876 3.36625
H 1.05900 -0.28398 4.99787
H -0.56043 0.40587 5.02691
H -0.03707 2.08909 3.42293
H 1.28810 2.02645 4.56431
H 2.79230 1.76861 2.97621
H 2.08333 0.25994 2.43580
H 1.45019 3.08198 1.44089
H 2.29680 1.79787 0.56655
H -0.69795 1.87662 1.30051
H 0.05097 2.05007 -0.29574
H 0.94080 -1.58670 -0.53408
H 1.90120 -0.07258 -0.49487
H -1.95915 -0.64003 0.37500
H -0.73953 -1.81281 0.86397
H -1.63207 0.56231 2.61287
H -2.23452 -1.08477 2.74492
H 0.67939 -1.23226 2.75471
H -0.48077 -1.80550 3.92599
*
```

2.
Entry from the Open Molecules 2025 dataset: 2 unconnected molecules or ions with the total composition C17H24BN7O4 (ωB97M-V with the def2-TZVPD basis set).

The value obtained for the HOMO-LUMO gap is 7.5 eV. The calculation puts the LUMO energy at -2.21 eV. The calculation puts the HOMO energy at -9.7 eV.

```
! wB97M-V def2-TZVPD RIJCOSX def2/J DEFGRID3
* xyz 0 1
C 0.42163 -1.79679 -1.23970
C 1.17022 -2.08895 0.04612
C 0.60863 -3.36592 0.67281
N 1.12283 -0.92864 1.08332
C 1.69809 -1.52561 2.33141
C 2.98441 -2.05792 2.22658
C 3.60576 -2.63310 3.33795
C 2.91696 -2.66853 4.55887
C 1.63396 -2.13643 4.65755
C 1.01233 -1.55636 3.53363
C 2.16279 0.15306 0.67120
C 2.50919 1.02636 1.87746
C 1.70724 1.03636 -0.46644
B -0.38793 -0.28269 1.13496
H -0.77097 0.18503 -0.00308
H 0.38493 -2.71927 -1.83375
H -0.61748 -1.48885 -1.07856
H 0.91771 -1.05056 -1.85822
H 2.23535 -2.25408 -0.19500
H 0.53847 -4.13448 -0.10840
H 1.26081 -3.79085 1.44670
H -0.39333 -3.21853 1.10156
H 3.51672 -2.03042 1.26791
H 4.61485 -3.04420 3.23138
H 3.40468 -3.11944 5.42603
H 1.10539 -2.17007 5.61601
H 0.00993 -1.14024 3.60746
H 3.07311 -0.38267 0.35001
H 3.15262 1.84695 1.53365
H 1.61799 1.46344 2.35004
H 3.08842 0.49543 2.64321
H 2.36441 1.91498 -0.53131
H 1.77000 0.54480 -1.43650
H 0.69359 1.42601 -0.33254
H -1.20109 -1.15806 1.39401
H -0.40181 0.68552 1.88051
O -6.51878 3.39884 -3.24354
N -5.39974 3.91252 -3.10371
O -5.21311 5.15216 -3.06526
C -4.20786 3.08906 -2.95517
C -2.95456 3.65088 -2.74365
C -1.84476 2.81820 -2.49480
N -0.51475 3.37063 -2.64156
O -0.35915 4.60026 -2.78849
O 0.43463 2.55890 -2.66548
C -1.97896 1.42907 -2.37792
N -3.20085 0.90196 -2.73512
N -3.51248 -0.41461 -2.95146
N -4.72514 -0.43428 -3.45501
N -5.25616 0.81118 -3.56057
C -4.32219 1.65251 -3.07750
H -2.79438 4.71735 -2.87212
H -1.16218 0.75014 -2.16548
*
```

3.
Entry from the Open Molecules 2025 dataset: a molecular structure, C17H24BrCl5CsLiMgN4OP (ωB97M-V with the def2-TZVPD basis set).

The value obtained for the HOMO-LUMO gap is 2.1 eV. The calculation puts the LUMO energy at -5.87 eV. The calculation puts the HOMO energy at -8.0 eV.

```
! wB97M-V def2-TZVPD RIJCOSX def2/J DEFGRID3
* xyz 1 1
C 0.86303 3.04762 4.31122
C 0.90411 2.49414 2.99476
C 0.58147 1.64287 1.59154
N 1.80308 1.26189 0.78486
C 2.38547 0.01242 1.01976
C 1.45483 -0.59353 2.23520
P 1.44801 -2.46613 2.59731
N 2.64553 -2.71879 3.70476
C 0.01260 0.17702 2.13634
C -1.23684 -0.49423 1.31598
C -2.55799 -0.39788 2.33890
C -3.87179 0.44866 1.81808
N -2.56962 -1.03026 3.58015
H 0.54878 3.31733 5.43077
H -0.17030 2.20245 0.88561
H 2.16073 1.90998 0.02689
H 3.30980 -0.44008 0.46245
H 1.98442 -0.10533 3.18703
H 1.68411 -3.28778 1.41364
H 0.18798 -2.81191 3.20543
H 2.20768 -3.10698 4.59128
H -0.31928 0.42375 3.25632
H -0.99843 -1.61601 1.08089
H -1.48700 0.12861 0.33189
H -3.87161 0.43012 0.63307
H -4.83626 -0.04332 2.27393
H -3.80415 1.58455 2.17303
H -1.64303 -1.50017 3.70534
Cl -1.46000 2.29452 -1.81295
C -1.11617 1.06517 -2.97732
C -2.05318 0.09048 -3.33992
Cl -3.64311 0.03593 -2.66600
C -1.71192 -0.88462 -4.28279
C -0.44253 -0.88660 -4.86433
C 0.48875 0.08743 -4.50707
C 0.15295 1.06138 -3.56483
H -2.43237 -1.64730 -4.56920
H -0.18102 -1.64769 -5.59582
H 1.47684 0.08861 -4.96158
H 0.88662 1.81627 -3.29141
Cl 1.56374 4.89280 2.31056
Cl -5.33626 -1.03403 -4.28944
Cs -0.13626 -0.84117 -1.48229
O -5.25324 1.55127 -6.87069
H -5.15577 1.04239 -6.05181
H -4.39977 1.99910 -6.97089
Mg -3.73626 2.52222 -3.48765
Cl 1.66374 3.53712 0.40596
Br 2.86374 -4.84413 3.06846
C 6.25256 -1.67179 1.36527
C 5.98146 -0.90848 0.13554
N 5.76728 -0.30536 -0.83599
H 5.72772 -2.63298 1.36869
H 7.32032 -1.88582 1.48141
H 5.93310 -1.12567 2.25912
Li -5.83626 -0.23805 0.94052
*
```

4.
Entry from the Open Molecules 2025 dataset: a molecular structure, C17H24FeI2N2O4S2Y (ωB97M-V with the def2-TZVPD basis set).

The expectation value of S² is 9.114. The value obtained for the HOMO-LUMO gap (spin up / spin down) is 6.6 / 4.0 eV. The calculation puts the LUMO energy (spin up / spin down) at -13.84 / -16.37 eV. The calculation puts the HOMO energy (spin up / spin down) at -20.4 / -20.4 eV.

```
! wB97M-V def2-TZVPD RIJCOSX def2/J DEFGRID3
* xyz 4 6
I 1.84482 -2.21849 1.56832
I 0.30852 0.10879 -4.97922
Y 0.84809 0.53816 -2.15123
Fe 0.28302 -0.58578 0.52057
S 2.20314 -1.76134 -1.97471
S -1.10339 -1.04593 -1.14381
C 1.90964 0.76902 0.23646
C 4.00315 -1.60364 -1.95479
C -2.89529 -0.46549 -0.99309
C 4.43337 -1.41443 -3.40987
C 4.50066 -0.44879 -1.10034
C 4.53436 -2.92036 -1.38748
C -3.50181 -0.68386 -2.37921
C -2.93963 0.99644 -0.57598
C -3.57197 -1.35826 0.04439
C 2.46932 2.40952 -1.70742
C -0.02351 2.91793 -1.78784
O 2.65277 1.27177 0.99794
O 3.08309 3.35652 -1.44666
O -0.25494 4.02771 -1.53352
H 4.06135 -0.47005 -3.82907
H 4.05557 -2.23106 -4.03339
H 5.52883 -1.41220 -3.45423
H 4.05748 0.51707 -1.38837
H 5.59360 -0.38029 -1.23021
H 4.28969 -0.61833 -0.03730
H 4.16594 -3.06322 -0.36180
H 5.63111 -2.91779 -1.37831
H 4.18013 -3.75300 -2.00446
H -4.55883 -0.39783 -2.33857
H -3.43796 -1.73659 -2.67494
H -2.99942 -0.08674 -3.15012
H -3.97215 1.36496 -0.67657
H -2.29218 1.64390 -1.18909
H -2.62177 1.11216 0.47155
H -4.64409 -1.12635 0.10074
H -3.15119 -1.20921 1.04814
H -3.46463 -2.41437 -0.23406
N -3.47241 0.44522 5.45981
C -3.02660 -0.18062 4.32129
O -3.43481 -1.28087 3.96062
C -2.06768 0.61288 3.49803
C -2.08308 2.01517 3.44361
C -1.25633 2.66725 2.53432
C -0.41790 1.92956 1.70348
N -0.43383 0.57125 1.76606
C -1.23787 -0.11148 2.63993
H -3.99209 -0.11673 6.11774
H -2.94824 1.21581 5.84399
H -2.73693 2.58787 4.10060
H -1.21181 3.74866 2.47487
H 0.27151 2.39312 0.99873
H -1.15681 -1.20765 2.65445
*
```